(1)
{
  "formula": "C54H88F7N3O16S",
  "method": "wB97M-V/def2-TZVPD",
  "species": ["H", "N", "C", "C", "C", "C", "C", "C", "C", "S", "C", "N", "N", "C", "O", "O", "C", "C", "C", "C", "F", "F", "F", "C", "C", "C", "C", "C", "C", "C", "C", "C", "C", "C", "C", "F", "F", "C", "F", "F", "H", "H", "H", "H", "H", "H", "H", "H", "H", "H", "H", "H", "H", "H", "H", "H", "H", "H", "H", "H", "H", "H", "H", "H", "H", "H", "H", "H", "H", "H", "H", "C", "C", "O", "C", "C", "O", "H", "H", "H", "H", "H", "H", "H", "H", "C", "C", "O", "C", "C", "O", "H", "H", "H", "H", "H", "H", "H", "H", "C", "C", "O", "C", "C", "O", "H", "H", "H", "H", "H", "H", "H", "H", "C", "C", "O", "C", "C", "O", "H", "H", "H", "H", "H", "H", "H", "H", "C", "C", "O", "C", "C", "O", "H", "H", "H", "H", "H", "H", "H", "H", "C", "C", "O", "C", "C", "O", "H", "H", "H", "H", "H", "H", "H", "H", "C", "C", "O", "C", "C", "O", "H", "H", "H", "H", "H", "H", "H", "H"],
  "positions_angstrom": [[-3.48, 4.16, 2.75], [-3.50, 3.20, 3.20], [-4.04, 2.36, 2.25], [-4.25, 0.72, 2.48], [-3.38, 0.02, 1.23], [-4.14, 0.35, -0.18], [-5.69, -0.17, -0.27], [-6.83, 0.95, 0.08], [-6.95, 2.18, -1.00], [-7.62, 1.50, -2.65], [-6.21, 1.82, -3.86], [-5.01, 0.89, -3.68], [-4.10, 1.26, -4.66], [-4.69, 2.44, -5.43], [-6.07, 2.80, -4.95], [-2.11, 0.82, 1.33], [-0.83, 0.03, 1.37], [0.16, 0.21, 2.66], [-0.59, 0.34, 4.11], [-0.59, 1.90, 4.72], [0.49, 2.00, 5.78], [-1.88, 2.03, 5.47], [-0.43, 2.93, 3.67], [-1.23, -1.53, 0.92], [-0.94, -1.52, -0.70], [0.71, -1.62, -0.96], [1.30, -0.28, -1.73], [1.18, -0.39, -3.40], [1.08, 1.07, -4.18], [0.91, 1.19, -5.81], [0.83, -0.22, -6.67], [0.96, -1.66, -5.89], [1.14, -1.80, -4.23], [-2.77, -1.50, 1.49], [-3.75, -2.80, 1.31], [-2.99, -3.98, 1.87], [-4.98, -2.70, 2.16], [-4.12, -3.19, -0.24], [-5.59, -3.56, -0.32], [-3.40, -4.48, -0.56], [-4.32, 2.86, 1.21], [-5.37, 0.39, 2.48], [-3.67, 0.46, 3.47], [-3.54, -0.20, -1.05], [-4.13, 1.50, -0.49], [-5.93, -1.12, 0.38], [-5.87, -0.50, -1.41], [-7.88, 0.39, 0.05], [-6.75, 1.42, 1.15], [-5.94, 2.76, -1.16], [-7.78, 2.93, -0.57], [-4.16, 2.99, -6.35], [-0.22, 0.59, 0.52], [0.93, 1.08, 2.44], [0.83, -0.78, 2.71], [0.05, -0.29, 4.89], [-1.68, -0.10, 4.14], [-0.68, -2.38, 1.50], [-1.38, -2.52, -1.18], [-1.42, -0.63, -1.28], [0.93, -2.63, -1.55], [1.22, -1.69, 0.11], [0.69, 0.70, -1.46], [2.42, -0.04, -1.40], [1.12, 2.09, -3.56], [0.85, 2.25, -6.28], [0.67, -0.16, -7.85], [0.92, -2.67, -6.50], [1.23, -2.84, -3.70], [-2.59, -1.47, 2.67], [-3.94, -2.35, -1.03], [6.23, 3.51, 5.92], [5.44, 3.03, 4.71], [5.45, 1.59, 4.64], [4.57, 0.79, 5.27], [3.72, 1.37, 6.36], [4.52, -0.41, 5.01], [5.78, 3.16, 6.85], [6.28, 4.60, 5.94], [7.25, 3.11, 5.89], [4.42, 3.42, 4.69], [5.93, 3.39, 3.80], [4.23, 1.26, 7.32], [2.77, 0.81, 6.40], [3.45, 2.41, 6.20], [-7.27, -0.06, -7.40], [-7.45, -1.15, -6.36], [-8.70, -0.99, -5.66], [-9.88, -1.49, -6.08], [-10.00, -1.97, -7.50], [-10.86, -1.47, -5.34], [-8.05, -0.10, -8.17], [-6.30, -0.15, -7.88], [-7.35, 0.93, -6.93], [-7.36, -2.16, -6.79], [-6.66, -1.07, -5.61], [-10.32, -1.14, -8.14], [-10.75, -2.76, -7.54], [-9.08, -2.40, -7.89], [4.72, -6.51, -4.57], [4.68, -5.05, -4.16], [3.33, -4.60, -3.99], [2.62, -4.73, -2.85], [3.12, -5.66, -1.78], [1.53, -4.16, -2.72], [4.29, -7.16, -3.80], [5.75, -6.83, -4.76], [4.13, -6.66, -5.48], [5.28, -4.85, -3.26], [5.12, -4.44, -4.96], [2.71, -6.65, -1.94], [2.78, -5.28, -0.81], [4.21, -5.71, -1.72], [10.28, -1.60, -5.53], [9.67, -2.96, -5.79], [8.74, -3.31, -4.76], [7.43, -2.96, -4.75], [6.97, -1.89, -5.69], [6.66, -3.45, -3.92], [9.52, -0.81, -5.54], [11.03, -1.36, -6.29], [10.75, -1.58, -4.54], [9.20, -3.03, -6.78], [10.46, -3.72, -5.77], [7.05, -0.92, -5.20], [5.92, -2.08, -5.94], [7.50, -1.88, -6.64], [7.43, 1.14, 2.46], [7.28, 1.46, 0.98], [8.55, 1.42, 0.32], [9.11, 0.30, -0.20], [8.55, -1.04, 0.20], [10.11, 0.37, -0.91], [7.80, 0.12, 2.61], [6.47, 1.23, 2.97], [8.15, 1.82, 2.92], [6.55, 0.81, 0.48], [6.90, 2.48, 0.87], [9.07, -1.40, 1.09], [8.72, -1.74, -0.62], [7.47, -1.03, 0.37], [-1.09, 7.78, 5.28], [-1.24, 8.10, 3.80], [0.03, 8.06, 3.14], [0.59, 6.94, 2.62], [0.03, 5.61, 3.02], [1.59, 7.01, 1.91], [-0.71, 6.77, 5.43], [-2.05, 7.88, 5.79], [-0.37, 8.46, 5.74], [-1.97, 7.45, 3.30], [-1.61, 9.12, 3.70], [0.55, 5.24, 3.91], [0.20, 4.90, 2.20], [-1.04, 5.62, 3.20], [-4.99, -0.50, 9.15], [-5.14, -0.18, 7.68], [-3.87, -0.22, 7.01], [-3.31, -1.34, 6.50], [-3.87, -2.68, 6.89], [-2.31, -1.27, 5.78], [-4.62, -1.51, 9.31], [-5.95, -0.41, 9.66], [-4.27, 0.18, 9.62], [-5.87, -0.83, 7.18], [-5.52, 0.84, 7.57], [-3.35, -3.04, 7.78], [-3.71, -3.38, 6.07], [-4.95, -2.66, 7.07]],
  "total_charge": 0,
  "smiles": "[H]/N=C/C[C@@]1(CCCCSc2nnco2)O[C@@H](CCC(F)(F)F)[C@H](CCCc2ccccc2)[C@@H]1C(F)(F)C(F)F.CCOC(C)=O.CCOC(C)=O.CCOC(C)=O.CCOC(C)=O.CCOC(C)=O.CCOC(C)=O.CCOC(C)=O",
  "e_homo_ev": -7.9
}


(2)
{
  "formula": "C13H52IN26O13",
  "method": "wB97M-V/def2-TZVPD",
  "species": ["I", "C", "O", "N", "N", "H", "H", "H", "H", "C", "O", "N", "N", "H", "H", "H", "H", "C", "O", "N", "N", "H", "H", "H", "H", "C", "O", "N", "N", "H", "H", "H", "H", "C", "O", "N", "N", "H", "H", "H", "H", "C", "O", "N", "N", "H", "H", "H", "H", "C", "O", "N", "N", "H", "H", "H", "H", "C", "O", "N", "N", "H", "H", "H", "H", "C", "O", "N", "N", "H", "H", "H", "H", "C", "O", "N", "N", "H", "H", "H", "H", "C", "O", "N", "N", "H", "H", "H", "H", "C", "O", "N", "N", "H", "H", "H", "H", "C", "O", "N", "N", "H", "H", "H", "H"],
  "positions_angstrom": [[8.14, -2.19, -8.53], [11.33, -2.80, -3.68], [10.94, -3.51, -2.71], [11.20, -3.18, -4.93], [11.87, -1.66, -3.59], [11.68, -2.66, -5.66], [10.73, -4.07, -4.97], [11.92, -1.12, -4.44], [12.02, -1.30, -2.66], [7.48, 2.30, -11.58], [7.29, 1.77, -12.66], [6.96, 2.04, -10.45], [8.09, 3.43, -11.58], [6.40, 1.20, -10.47], [7.28, 2.55, -9.63], [8.34, 3.80, -12.48], [8.07, 3.99, -10.74], [7.59, -1.42, -4.02], [7.77, -1.46, -2.81], [8.03, -0.47, -4.78], [6.78, -2.16, -4.73], [8.66, 0.15, -4.31], [8.25, -0.79, -5.72], [6.28, -2.82, -4.16], [6.96, -2.32, -5.71], [11.58, -5.22, -8.41], [11.96, -4.61, -7.54], [11.60, -4.71, -9.64], [11.47, -6.45, -8.48], [11.90, -3.75, -9.70], [11.08, -5.17, -10.38], [11.75, -7.16, -7.81], [11.31, -6.87, -9.38], [5.05, -1.36, -13.85], [4.44, -0.53, -14.52], [5.11, -1.43, -12.54], [5.72, -2.41, -14.30], [5.67, -2.14, -12.08], [5.02, -0.54, -12.08], [5.81, -3.07, -13.54], [5.60, -2.61, -15.28], [11.03, -1.70, -11.93], [11.88, -1.78, -12.87], [11.41, -1.71, -10.66], [9.73, -1.57, -12.02], [12.33, -1.42, -10.38], [10.58, -1.48, -10.13], [9.57, -1.46, -13.02], [9.08, -1.93, -11.34], [7.64, -6.43, -6.87], [6.66, -6.42, -7.58], [7.85, -7.42, -6.06], [8.58, -5.63, -6.71], [8.70, -7.49, -5.52], [7.14, -8.14, -6.03], [9.42, -5.86, -6.19], [8.58, -4.84, -7.34], [6.07, 2.49, -6.24], [4.87, 2.57, -6.19], [6.78, 1.44, -6.48], [6.93, 3.38, -6.03], [7.74, 1.44, -6.18], [6.31, 0.64, -6.89], [6.59, 4.31, -5.85], [7.91, 3.14, -6.05], [3.61, 0.84, -9.70], [4.13, -0.23, -9.42], [2.61, 0.97, -10.56], [4.07, 2.01, -9.28], [2.01, 1.78, -10.55], [2.26, 0.09, -10.90], [3.83, 2.84, -9.79], [4.90, 2.01, -8.70], [3.62, -0.11, -5.05], [3.75, -0.16, -3.87], [2.56, 0.29, -5.66], [4.41, -0.64, -5.97], [1.97, 0.80, -5.01], [2.74, 0.60, -6.60], [5.29, -1.00, -5.61], [3.95, -0.87, -6.84], [4.15, -3.86, -8.84], [3.33, -4.77, -8.88], [4.48, -3.13, -7.82], [4.70, -3.43, -9.94], [5.17, -2.42, -8.03], [4.26, -3.41, -6.87], [5.33, -2.70, -9.65], [4.88, -3.92, -10.80], [11.95, -0.57, -6.90], [12.79, -0.23, -6.17], [12.10, -1.66, -7.46], [10.70, -0.18, -7.06], [11.42, -2.02, -8.12], [12.94, -2.20, -7.28], [10.41, 0.63, -6.53], [9.98, -0.75, -7.48], [7.46, -5.01, -12.26], [6.39, -4.33, -12.35], [8.11, -5.70, -13.08], [7.94, -5.16, -11.08], [9.03, -6.04, -12.87], [7.89, -5.65, -14.07], [8.51, -5.99, -10.97], [7.67, -4.64, -10.26]],
  "total_charge": -1,
  "e_homo_ev": -6.6,
  "relative_energy_kcal_mol": 98.7
}


(3)
{
  "formula": "C35H45HgN6OS3",
  "method": "wB97M-V/def2-TZVPD",
  "species": ["Hg", "C", "C", "N", "N", "C", "N", "S", "C", "C", "C", "C", "C", "N", "H", "H", "H", "H", "H", "H", "H", "H", "H", "C", "C", "C", "C", "C", "C", "C", "C", "C", "C", "C", "C", "H", "H", "H", "H", "H", "H", "H", "H", "H", "H", "H", "H", "H", "H", "H", "H", "H", "H", "O", "S", "C", "C", "C", "C", "C", "C", "C", "C", "C", "C", "C", "C", "H", "H", "H", "H", "H", "H", "H", "H", "H", "H", "C", "N", "C", "S", "N", "C", "H", "H", "H", "H", "H", "H", "H", "H"],
  "positions_angstrom": [[-1.06, -0.07, -1.92], [-5.18, -0.91, 0.62], [-3.90, -1.04, -0.16], [-3.56, -0.26, -1.12], [-4.42, 0.74, -1.45], [-4.01, 1.53, -2.41], [-4.87, 2.56, -2.69], [-2.56, 1.51, -3.37], [-2.95, -2.13, 0.19], [-3.22, -3.01, 1.23], [-2.32, -4.02, 1.52], [-1.16, -4.12, 0.77], [-0.95, -3.19, -0.24], [-1.82, -2.23, -0.52], [-5.75, -0.07, 0.25], [-4.96, -0.75, 1.68], [-5.78, -1.82, 0.54], [-5.80, 2.47, -2.33], [-4.75, 3.02, -3.58], [-4.13, -2.92, 1.80], [-2.52, -4.72, 2.32], [-0.42, -4.89, 0.97], [-0.04, -3.19, -0.83], [0.55, 2.11, -4.95], [1.31, 1.13, -4.10], [1.86, 1.52, -2.87], [1.78, 2.97, -2.45], [2.44, 0.57, -2.03], [2.92, 0.94, -0.64], [2.56, -0.76, -2.45], [3.17, -1.77, -1.52], [2.11, -1.13, -3.72], [2.33, -2.54, -4.23], [1.45, -0.20, -4.53], [0.84, -0.60, -5.85], [1.20, 2.61, -5.67], [0.06, 2.87, -4.35], [-0.24, 1.61, -5.52], [1.66, 3.63, -3.31], [2.69, 3.29, -1.94], [0.94, 3.15, -1.78], [3.96, 0.65, -0.49], [2.31, 0.41, 0.10], [2.83, 2.00, -0.44], [2.98, -1.52, -0.48], [4.26, -1.84, -1.65], [2.76, -2.77, -1.67], [2.69, -2.53, -5.26], [1.40, -3.12, -4.22], [3.07, -3.07, -3.64], [-0.25, -0.54, -5.80], [1.09, -1.62, -6.13], [1.16, 0.06, -6.66], [1.21, -1.52, 1.22], [0.16, -1.28, 2.25], [0.38, -2.59, 3.47], [-0.55, -2.72, 4.50], [-0.41, -3.76, 5.41], [0.64, -4.66, 5.27], [1.55, -4.52, 4.23], [1.42, -3.48, 3.32], [0.81, 0.04, 3.29], [2.16, 0.33, 3.23], [2.66, 1.37, 4.00], [1.81, 2.12, 4.80], [0.45, 1.83, 4.83], [-0.06, 0.80, 4.07], [-1.37, -2.02, 4.58], [-1.12, -3.87, 6.21], [0.74, -5.47, 5.98], [2.36, -5.23, 4.13], [2.10, -3.36, 2.49], [2.80, -0.26, 2.59], [3.72, 1.60, 3.97], [2.20, 2.93, 5.39], [-0.22, 2.43, 5.44], [-1.12, 0.60, 4.04], [1.59, 4.16, 1.39], [0.75, 2.99, 1.33], [-0.47, 2.92, 0.76], [-1.34, 1.47, 0.78], [-0.92, 4.04, 0.19], [-2.21, 4.17, -0.46], [2.53, 3.89, 1.86], [1.13, 4.96, 1.98], [1.81, 4.55, 0.39], [1.09, 2.12, 1.73], [-0.37, 4.88, 0.28], [-2.52, 3.20, -0.83], [-2.12, 4.85, -1.31], [-2.97, 4.55, 0.22]],
  "total_charge": 0,
  "multiplicity": 2,
  "e_homo_ev": [-5.8, -7.3],
  "s_squared": 0.755,
  "relative_energy_kcal_mol": 3.6
}


(4)
{
  "formula": "C46H66KN4OPS2",
  "method": "wB97M-V/def2-TZVPD",
  "species": ["K", "C", "C", "C", "C", "C", "C", "C", "C", "C", "C", "C", "C", "C", "C", "C", "C", "C", "C", "C", "C", "C", "P", "C", "C", "C", "C", "C", "C", "C", "C", "H", "H", "H", "H", "H", "H", "H", "H", "H", "H", "H", "H", "H", "H", "H", "H", "H", "H", "H", "H", "H", "H", "H", "H", "H", "H", "H", "H", "H", "H", "H", "H", "H", "H", "H", "H", "H", "H", "H", "H", "H", "H", "H", "H", "H", "S", "C", "N", "N", "C", "C", "C", "C", "C", "C", "N", "N", "C", "C", "C", "C", "C", "C", "H", "H", "H", "H", "H", "H", "H", "H", "H", "H", "H", "C", "C", "S", "O", "C", "C", "H", "H", "H", "H", "H", "H", "H", "H", "H", "H"],
  "positions_angstrom": [[0.67, 0.78, -0.42], [0.41, -6.16, -0.97], [0.10, -5.04, -1.97], [1.39, -4.55, -2.62], [-0.66, -3.92, -1.30], [-1.91, -3.53, -1.75], [-2.69, -2.60, -1.07], [-4.11, -2.40, -1.58], [-5.02, -3.56, -1.15], [-4.18, -2.28, -3.11], [-2.19, -2.01, 0.12], [-0.91, -2.38, 0.57], [-0.17, -3.31, -0.16], [-0.26, -2.02, 1.91], [-0.49, -0.62, 2.46], [-0.67, -3.06, 2.97], [-3.22, -1.26, 0.94], [-4.02, -2.09, 1.72], [-5.16, -1.64, 2.36], [-5.55, -0.32, 2.19], [-4.74, 0.53, 1.46], [-3.54, 0.12, 0.86], [-2.36, 1.40, 0.23], [-2.48, 2.84, 1.47], [-2.52, 2.31, 2.91], [-1.16, 3.60, 1.33], [-3.62, 3.86, 1.31], [-3.05, 1.97, -1.42], [-4.56, 2.22, -1.48], [-2.28, 3.19, -1.91], [-2.73, 0.81, -2.36], [0.85, -7.02, -1.48], [-0.49, -6.50, -0.45], [1.12, -5.82, -0.22], [-0.55, -5.45, -2.75], [2.08, -4.18, -1.86], [1.20, -3.75, -3.34], [1.89, -5.37, -3.15], [-2.32, -4.01, -2.64], [-4.52, -1.49, -1.14], [-4.61, -4.51, -1.51], [-6.01, -3.44, -1.58], [-5.12, -3.62, -0.07], [-4.12, -3.26, -3.58], [-3.38, -1.67, -3.53], [-5.14, -1.84, -3.41], [0.81, -3.58, 0.21], [0.81, -2.14, 1.75], [-1.55, -0.47, 2.70], [-0.20, 0.16, 1.76], [0.08, -0.48, 3.38], [-1.73, -2.98, 3.21], [-0.10, -2.90, 3.90], [-0.47, -4.07, 2.62], [-3.74, -3.13, 1.80], [-5.76, -2.32, 2.96], [-6.47, 0.05, 2.64], [-5.04, 1.57, 1.37], [-1.67, 1.65, 3.12], [-3.43, 1.76, 3.15], [-2.45, 3.16, 3.59], [-0.31, 2.97, 1.61], [-1.16, 4.47, 2.00], [-0.97, 3.96, 0.31], [-4.61, 3.44, 1.43], [-3.58, 4.38, 0.35], [-3.50, 4.62, 2.09], [-4.87, 3.07, -0.88], [-5.12, 1.35, -1.15], [-4.85, 2.43, -2.52], [-2.50, 4.10, -1.34], [-2.56, 3.38, -2.95], [-1.19, 3.04, -1.88], [-3.26, -0.09, -2.07], [-1.67, 0.57, -2.39], [-3.04, 1.07, -3.38], [2.16, -1.35, -1.85], [3.12, -1.84, -0.27], [3.01, -2.96, 0.36], [4.18, -3.26, 1.12], [4.48, -2.50, 2.25], [5.78, -2.47, 2.75], [6.07, -1.79, 3.92], [5.07, -1.13, 4.63], [3.78, -1.16, 4.13], [3.47, -1.84, 2.96], [3.74, -0.68, -0.18], [3.15, -0.04, -1.29], [3.88, 0.82, -2.10], [5.12, 1.31, -1.68], [5.74, 2.31, -2.42], [5.17, 2.81, -3.58], [3.96, 2.28, -4.02], [3.32, 1.28, -3.30], [4.97, -3.49, 0.54], [6.58, -2.97, 2.20], [7.09, -1.78, 4.28], [5.30, -0.61, 5.55], [2.98, -0.65, 4.67], [2.46, -1.85, 2.57], [5.57, 0.91, -0.78], [6.70, 2.69, -2.09], [5.67, 3.58, -4.15], [3.52, 2.63, -4.94], [2.39, 0.86, -3.66], [1.46, 5.83, -1.84], [2.33, 5.39, -0.67], [2.64, 3.63, -0.80], [1.27, 2.99, -0.68], [3.43, 3.32, 0.78], [4.78, 4.01, 0.92], [1.25, 6.90, -1.78], [0.52, 5.29, -1.83], [1.96, 5.63, -2.79], [1.85, 5.58, 0.29], [3.31, 5.89, -0.69], [3.55, 2.23, 0.80], [2.71, 3.61, 1.56], [5.40, 3.82, 0.05], [5.30, 3.62, 1.80], [4.67, 5.09, 1.04]],
  "total_charge": 0,
  "e_homo_ev": -6.6,
  "relative_energy_kcal_mol": 45.6
}


no.,total energy (eV)
1,-124489.994
2,-87793.589
3,-84694.183
4,-104064.010